Density functional theory data (ωB97M-V/def2-TZVPD) for the molecule C4H5NO2.

Its highest occupied orbital energy is -10.268 eV. Its relative energy (zero: lowest compared OMol25 entry of this formula, charge and spin) is 1.853 eV. Its orbital gap is 10.814 eV. As for the SMILES: O=C[C@H]1CN1C=O.

The geometry in XYZ format:
```
12
Properties=species:S:1:pos:R:3:forces:R:3
O 2.17376 1.72531 0.38984 -0.41 -0.03 -0.10
O -2.68392 -1.26168 0.25800 0.40 0.22 -0.24
N 0.34240 0.56418 -0.37904 0.14 0.17 -0.09
C 0.83819 -0.77414 -0.28190 0.21 -0.14 -0.07
C -0.46555 -0.38868 0.35936 -0.18 -0.03 0.18
C -1.74504 -0.76583 -0.31177 -0.27 -0.17 0.17
C 0.98230 1.64117 0.23457 0.29 -0.01 0.09
H -0.48387 -0.34304 1.44751 -0.02 0.03 -0.17
H 0.27591 2.44410 0.50339 0.06 -0.08 0.05
H -1.75098 -0.54518 -1.40063 -0.06 -0.08 0.08
H 1.67636 -0.94928 0.38865 -0.12 0.02 -0.10
H 0.84047 -1.34693 -1.20797 -0.04 0.10 0.19
```
Forces are in eV/Å.